Computed, not measured: C4H7NO2 in the gas phase at a distorted geometry, with ωB97M-V with the def2-TZVPD basis set.

Values from the calculation:
Energy above the lowest of the compared OMol25 structures with the same formula, charge and spin ... 249.7 kJ/mol
SMILES ... [H]/N=C(\C)OCC=O
Multiplicity ... 1
HOMO-LUMO gap ... 10.17 eV
LUMO energy ... 0.8 eV

Last column: Löwdin charge in e.
Geometry (Å):
C 1.54421 0.21175 -1.62918  0.007
C 0.35145 -0.05490 -0.74129  -0.462
N 0.16917 -1.12492 -0.10688  0.152
O -0.51168 0.94968 -0.41205  -0.026
C -0.87778 0.77122 0.98722  -0.133
C -1.70209 -0.47809 1.27126  -0.292
O -1.66060 -1.05847 2.33185  0.025
H 1.67357 1.26306 -1.87313  0.077
H 2.41092 -0.13275 -1.04885  0.090
H 1.54313 -0.40234 -2.53913  0.088
H 0.89503 -1.57028 0.39263  0.083
H 0.02977 0.70412 1.60220  0.133
H -1.43461 1.66322 1.28430  0.131
H -2.43050 -0.74131 0.48107  0.127